Entry 1:
The following is a quantum chemistry calculation of a 16-piece molecular cluster, C33H68BCl32NS overall, from the OMol25 dataset.

Computed properties:
- molecular weight (g mol⁻¹) = 1656.29
- frontier orbital gap (eV) = 9.550
- E_LUMO (Eh) = 0.00847
- charge = 0
- multiplicity = 1

The geometry in XYZ format:
```
136
C33H68BCl32NS (ωB97M-V/def2-TZVPD)
H -3.91602 4.34626 1.54250
H -9.78461 4.27423 -5.86311
C -0.56021 -7.60645 4.69165
H -6.26479 7.56309 0.30835
H 8.34300 -6.44017 -1.00973
H 0.97397 0.39865 -7.78729
H -3.81928 4.61325 -9.84594
Cl -2.26675 1.55666 6.37833
Cl -8.50549 1.98540 -4.64729
H -3.23276 8.51425 1.51110
C 13.48488 -2.23594 2.33914
C 9.73898 -0.70845 4.36418
H -8.57495 3.40162 -0.06622
C 12.47910 -3.21284 2.89011
H -0.31607 2.61996 7.13207
C -1.32426 -2.92115 3.12694
C -8.32304 3.73974 -4.37373
H -9.39437 3.66811 2.29779
Cl -8.07857 5.53489 1.75339
H 2.12236 -5.97824 2.62038
H 6.90245 -3.08701 1.76980
Cl 6.78951 -5.70489 4.37299
H -3.32113 0.15839 -2.30004
H 12.73608 -4.22040 2.56744
H 11.47190 -2.98160 2.55250
H -4.43433 1.55774 3.88611
Cl 12.46309 -3.22555 4.67748
H 0.26833 -8.22600 4.35511
H -2.61297 4.23056 0.56275
H -7.03219 7.01650 -1.16472
Cl -2.51678 1.83545 -0.88082
H -8.76784 5.60828 -5.29648
H 9.98221 -0.68002 6.48064
Cl -7.70823 4.35108 -6.97049
Cl -1.93152 4.66098 -8.44140
Cl -2.36035 -2.31329 -2.94315
C 9.43468 -5.09744 -2.26514
C -1.00978 3.82261 5.50579
H -3.58434 7.61224 -0.76659
H -3.44858 2.53344 2.78780
C -0.93323 1.41187 -7.76620
H -8.92878 3.99123 -3.50562
H 8.11528 -3.87562 3.72143
H -3.43793 -4.26772 -1.13353
H -3.03012 0.24801 2.25973
H 13.54678 -2.35158 1.25853
H -0.92959 -5.99892 6.08489
H -4.01074 1.73604 -2.71170
C -8.77904 4.55141 -5.55744
C -2.11855 4.63319 -11.17235
Cl -0.73726 -0.27981 2.77237
H -2.89905 3.10251 -9.90636
H 9.32492 0.28832 4.23693
Cl -2.47384 5.75479 -1.69491
H 14.47126 -2.39419 2.76717
C -0.30894 -1.99361 2.50820
H -10.38327 5.04379 1.78189
Cl -5.70494 2.79038 2.30011
C 2.43942 -6.97584 0.73797
C -2.64118 -3.72546 -0.63112
H -10.31341 3.12346 0.11176
H -2.16799 -4.38932 0.09284
Cl -3.39120 -2.39196 0.29362
H 0.76366 1.58841 -6.49415
C -5.13509 6.08671 -0.78914
C 8.63568 -5.39187 -1.02253
H -0.08779 4.40197 5.49589
Cl -5.18795 -0.66576 2.14145
H -1.76997 4.38450 6.04272
C -3.64575 6.54008 -0.59596
C -2.04517 1.36797 -3.51814
H -3.97273 0.95129 0.92936
H 5.72625 -3.35864 3.06066
Cl 9.77611 -3.35739 -2.44348
N -3.01540 4.77542 1.32270
H -1.08231 4.30480 -11.18318
C -3.99657 0.66011 1.97496
H 2.43531 -6.75587 -0.32677
C 7.49801 -4.58212 3.17575
Cl -1.13861 -6.67367 3.29068
H -0.26166 -2.13591 1.43089
H -0.63118 2.27864 -8.34819
B -3.26913 6.13990 0.89902
H 8.13984 -5.15515 2.51255
Cl 5.52859 -4.93845 1.31456
H 0.08615 -7.31192 6.70536
C -9.48923 4.46588 1.56284
S -3.22595 7.37467 2.21736
Cl 1.32336 -5.77311 5.43936
H -2.33439 -2.67186 2.81348
H -2.35323 0.86150 -4.43038
H -1.37705 -8.25291 5.00784
Cl -1.27306 -2.86347 4.90997
Cl 7.71171 -1.18461 6.13454
C -0.75840 2.48103 6.14690
Cl 13.02786 -0.53927 2.65579
H 8.86694 -5.40558 -3.14134
C -1.60724 -3.23575 -1.61316
Cl -1.81607 3.08890 -3.93390
H 7.73981 -4.77895 -0.96632
C -4.28519 1.84295 2.84818
C -6.07065 7.28877 -0.72926
H 0.68100 -2.16218 2.92398
H -1.08810 0.96040 -3.20446
H -0.87666 -2.58980 -1.13130
C 2.23878 -5.73515 1.56620
Cl 1.17866 -8.20075 1.04828
H 9.76084 -2.30211 5.81112
H -1.08610 -4.07838 -2.06359
C 6.44234 -3.84341 2.40216
Cl 0.78883 -4.81268 1.07105
H -2.62892 4.21546 -12.03837
C -2.82097 4.18951 -9.91555
Cl -0.19320 -0.48262 -5.94046
Cl 9.58275 -5.09855 0.46387
H -1.68869 1.72567 -7.05018
H 3.39494 -7.42725 1.00132
C 9.44909 -1.26401 5.73264
C -3.09466 1.21071 -2.45201
Cl -1.54738 3.66417 3.81560
H 10.81370 -0.67072 4.19701
H -1.10365 -3.94615 2.84143
Cl -5.43932 5.13434 -2.27239
C -9.52476 3.87049 0.17946
Cl -1.70047 0.26631 -8.90398
H 10.38570 -5.62372 -2.25943
H -7.27873 3.93206 -4.14058
H -5.68438 8.13545 -1.29560
C -0.14566 -6.70798 5.82972
Cl 9.05769 -1.74366 3.07516
H -0.08992 1.87293 5.54197
H 3.09722 -5.07500 1.44843
C 0.26491 0.81548 -7.07671
Cl -9.85713 5.10333 -1.06921
H -5.39843 5.41621 0.02937
Cl -2.12879 6.40546 -11.36233
```

Atomic partial charges in e from the Mulliken method, atoms 1 to 8:
1 H -0.15
2 H 0.35
3 C -0.59
4 H 0.30
5 H 0.34
6 H 0.41
7 H 0.40
8 Cl -0.18

Entry 2:
The following is a quantum chemistry calculation of a 4-piece molecular cluster, C33H68FN4O4 overall, from the OMol25 dataset.

Computed properties:
- molecular weight (g mol⁻¹) = 603.93
- frontier orbital gap (spin up / spin down) (eV) = 8.524 / 9.399
- E_LUMO (spin up / spin down) (Eh) = 0.02366 / 0.01433
- charge = 0
- multiplicity = 4

The geometry in XYZ format:
```
110
C33H68FN4O4 (ωB97M-V/def2-TZVPD)
N 0.77236 3.40669 -3.87356
H -2.36015 -2.73507 1.04338
H -4.14191 0.06403 6.35236
C -6.33102 -3.89319 3.48846
H 0.33818 -0.40021 -3.48264
O 1.19971 -1.06330 -0.87277
C -0.76899 5.00639 -2.71086
C 0.00130 -2.26560 -2.44870
H 6.51677 2.53028 -2.38121
C -1.44242 -2.36475 -2.97067
H 2.99693 6.55108 -3.64285
H -2.00324 -1.45827 -2.74267
H 3.46332 1.85508 -2.49563
H -5.18296 -1.91149 7.52238
H -0.38041 -4.32006 0.89966
H -2.44583 -0.81753 3.87203
O -4.05226 -2.61279 3.35546
H 7.45976 0.27442 -1.64688
H 0.61426 2.79787 -1.30385
H 3.46654 -1.59757 -0.16140
C 4.35511 -0.99083 0.00693
H 5.18736 0.40990 2.84912
H -7.66994 -1.07853 4.88447
H -6.47845 0.44086 4.77261
C 7.10020 -0.40519 2.43421
H -0.96983 -4.78530 -1.42931
H 1.90990 1.14565 -2.93475
H -1.37259 4.14010 -2.43784
H -1.53278 5.53068 -5.15893
H 3.74135 4.40716 -2.55158
H 1.41325 5.74983 -5.27487
H -0.55739 -2.06180 2.19704
H 3.37676 4.23424 -4.25995
O 5.36745 -1.41812 -0.89510
C -5.48258 -1.62392 6.51327
C 6.42439 0.60468 -1.74534
O 0.99773 2.88154 -5.02140
H 1.38206 4.37727 -1.09813
C 2.26953 5.81054 -3.30522
H -6.74687 -3.35050 6.17831
C -6.17795 -2.58865 4.25813
H -0.42724 4.51906 -6.09124
H 4.57531 -0.26406 -2.43202
H -8.33269 -2.53260 4.18964
H 1.97496 6.11591 -2.29747
H 2.31272 2.92006 -0.86392
C 4.83694 -1.17316 1.43113
C -5.57409 0.55817 4.18376
C 5.53340 -0.59332 -2.02642
C 0.06126 -4.49485 -1.21132
H 1.71429 -3.53362 -2.19010
H -7.57423 -1.33992 3.14033
C -7.50682 -1.82625 4.11348
N 0.06377 -1.60829 -1.10438
H 0.73434 -1.84273 -4.42295
H -5.11363 1.49318 4.50129
C 0.77459 -1.39864 -3.42872
C -0.47021 -2.34628 0.08054
N -5.02369 -1.83303 3.66780
H -5.44299 -4.51530 3.55581
H -0.16660 5.28838 -1.85261
C -0.08755 -1.58316 1.33793
H -1.42145 -2.47856 -4.05388
H 3.95639 -1.29422 2.06313
C 0.63750 -3.65146 -2.34842
C 2.60693 1.95347 -3.16065
C -3.26605 -0.12132 3.71240
N 6.25251 1.64146 -2.77714
H -5.05341 -3.59823 5.78270
H 1.18228 -3.67482 0.42837
H 6.00456 -1.22364 -2.78243
H -3.41621 -1.47866 5.93957
H -6.53504 -3.69910 2.43453
H 2.97425 1.81673 -4.17456
C 1.94962 3.30609 -2.95365
H -6.34304 -0.96025 6.63283
H -3.38721 0.02317 2.63814
H -1.99194 -3.21705 -2.57990
H 6.87350 1.47431 -3.55555
C 0.13397 -3.75112 0.12246
H -2.42562 -1.41765 -0.12170
H 5.39343 -2.10971 1.46336
C 1.06114 5.83219 -4.24226
H -1.44498 5.83865 -2.90673
H -5.85666 0.66248 3.13569
H 0.98712 -1.56414 1.50763
H 6.14434 1.04228 -0.78725
H -0.44300 -0.55290 1.28517
H 0.54017 6.78907 -4.16334
H 7.35947 0.04016 3.39319
H 1.82078 -1.29932 -3.15013
H 0.62578 -5.42556 -1.13307
C 0.05102 4.71304 -3.97674
C 1.52830 3.36740 -1.47361
C -2.00489 -2.40641 0.06647
H -1.60165 3.76866 -5.01050
C -4.56270 -0.58631 4.35804
C -0.93281 4.62074 -5.13472
H -7.17024 -4.44935 3.90544
H -2.98269 0.83354 4.15506
C -5.87277 -2.87496 5.72782
F 8.04540 0.02411 1.50888
H 4.07116 0.04449 -0.19610
H -2.41653 -3.09862 -0.66295
H 5.80113 0.77967 1.26155
C 5.69415 -0.02444 1.98690
H 0.51120 -4.16188 -3.30579
H 7.20364 -1.48625 2.52038
C 2.92893 4.43141 -3.28125
C -4.32828 -0.88241 5.84036
```

Atomic partial charges in e from the Mulliken method, atoms 1 to 8:
1 N 0.63
2 H 0.55
3 H 0.39
4 C -1.95
5 H 0.52
6 O -0.26
7 C -1.69
8 C 1.89

Entry 3:
The following is a quantum chemistry calculation of a 6-piece molecular cluster, C33H70Cl2F3O7PS overall, from the OMol25 dataset.

Computed properties:
- molecular weight (g mol⁻¹) = 769.86
- frontier orbital gap (eV) = 8.959
- SMILES string = CCC[C@H](C)P(CCCS)(CCC(F)=C(F)F)(COC(C)=O)/C(Cl)=C(/C)Cl.CC(C)O.CC(C)O.CC(C)O.CC(C)O.CC(C)O
- E_LUMO (Eh) = 0.01444
- charge = 0
- multiplicity = 1

The geometry in XYZ format:
```
117
C33H70Cl2F3O7PS (ωB97M-V/def2-TZVPD)
H -6.41755 -6.78921 -2.05249
C 0.66621 3.19274 0.14563
H -0.55645 -0.21571 1.48455
C -6.50573 -1.13730 -1.37749
H -6.32924 1.03350 0.11033
H -3.35749 -5.22563 4.80974
C -2.67578 -3.24793 -0.55822
S -4.25765 -6.06914 4.28260
H 1.71046 2.47748 1.63666
H 3.08098 5.93195 -4.05462
H 3.05017 7.40537 5.06810
C -4.04374 -3.93584 2.46619
H 4.27019 8.53399 4.45110
H -4.95930 -0.60980 0.82866
Cl -7.57776 -4.04529 -0.47217
C 3.89718 -0.16688 3.08995
H 5.92629 6.57435 4.13564
H -2.24188 -3.91386 0.17690
H -6.40367 -3.43686 -2.84466
H -5.22775 -5.74487 2.08892
C -5.06632 -3.16602 1.57500
H 1.58481 3.48447 -1.79914
C 7.10717 -1.79906 -1.43507
H -4.61208 -3.61557 -3.00510
H -6.79335 -1.12307 -0.33011
C -1.71794 -2.06206 -0.78231
H 6.96879 -2.50826 -2.25231
C -6.23811 -5.14430 -0.71970
H -4.89750 1.51888 -0.79700
H 5.42356 5.17686 3.16894
C -0.50749 -3.06793 -2.77428
H 2.67201 8.43337 3.69283
C 7.67430 -2.48190 -0.19939
C -4.02329 -1.04732 0.48217
H -6.22636 -7.26446 -0.32890
H -5.36350 -2.27602 2.11653
H 9.41598 -3.60867 0.40116
H 0.80432 5.42324 -5.83143
H -0.86365 1.13749 2.56310
H 4.41986 4.43374 -5.43575
C -0.51037 -2.54081 -1.53908
H 5.32829 -1.78682 2.90201
C -5.26400 -2.04274 -1.62181
O -3.17750 -1.07429 1.66685
H 4.34059 7.23529 2.29931
C 2.70132 -0.95802 2.58447
H -7.74048 -6.62629 -0.94113
H 3.78772 1.20800 1.71053
H 6.05340 -0.17306 2.94188
F -1.15323 -2.59106 -3.83015
O 3.78619 1.19791 2.67371
O -3.30766 1.18304 1.88719
C 1.77114 4.97456 -6.06069
H -3.01728 -3.69165 2.21563
H 4.70819 5.44304 4.75186
H -5.58491 0.31746 -2.70984
H -4.52034 -1.33266 -1.98987
H 3.89791 -0.16084 4.18071
C -5.44452 -2.93286 -2.86354
F 0.68568 -2.42727 -0.90436
H -1.07066 -0.56596 3.10301
C 0.78769 4.64128 0.58692
H 9.74710 -2.37313 -0.80507
H 4.10626 3.19095 -4.23187
C -4.30160 -5.44697 2.56454
H 8.93684 -3.87564 -1.28340
C 5.20428 -0.75211 2.58033
Cl -3.80105 -6.00708 -0.79094
C 1.70020 2.85318 -0.91662
H 2.54768 5.50466 3.62801
H -4.20576 -3.52511 3.45949
H 1.60957 1.80741 -1.21932
H -7.33169 -1.57870 -1.92966
H 2.65804 -0.93296 1.49170
H 1.65965 3.52786 -4.47576
H -2.72697 -3.70121 -1.54240
H 1.77063 -0.52373 2.95254
O 7.81022 -1.53468 0.85958
C 3.97042 6.77456 3.21599
H 5.24020 -0.72315 1.48896
H -6.44428 2.29102 -1.10499
O 2.47537 5.24201 -3.76648
H -5.95521 -3.78692 1.60140
H 7.77687 -1.00420 -1.77496
F 0.16397 -4.18606 -3.05729
H -3.49585 -5.96762 2.06062
H -0.33586 3.00770 -0.24609
H 1.76978 4.82694 1.02474
H 2.75044 -1.99980 2.90518
H 0.64511 5.32552 -0.25134
C -4.98867 -4.68460 -0.59809
C -5.96495 1.34603 -0.86426
H 0.04625 4.87005 1.35372
O 0.82864 2.33018 1.27361
H 2.42961 5.77896 -6.39975
P -4.44477 -2.82196 -0.15229
H 2.71303 2.98953 -0.52560
C 3.70283 3.66881 -5.12522
H 8.42603 -0.85405 0.57020
H 1.64094 4.26548 -6.87951
C 9.01974 -3.12781 -0.49345
H 6.14545 -1.33694 -1.20908
H -2.18858 -1.32567 -1.43249
H 3.62883 2.92185 -5.91693
H 6.97385 -3.23982 0.15369
H -5.44871 -2.26566 -3.72586
C -2.64447 0.16016 1.92310
O 2.89085 5.92369 2.83189
H -3.66725 -0.33226 -0.25493
C -1.19117 0.14799 2.28773
H -1.33053 -1.61753 0.12377
C 5.07683 5.94933 3.85577
C -6.65953 -6.55210 -1.02040
H -7.28060 0.57912 -2.39031
C 2.34938 4.29627 -4.82797
C -6.34067 0.29347 -1.92482
C 3.46736 7.85399 4.16244
```

Atomic partial charges in e from the Mulliken method, atoms 1 to 8:
1 H 0.33
2 C 0.55
3 H 0.24
4 C -0.87
5 H 0.27
6 H 0.12
7 C -1.79
8 S -0.25

Number 1: largest force on an atom 0.78 eV/A. Number 2: largest force on an atom 1.04 eV/A. Number 3: largest force on an atom 1.62 eV/A.